This record from the Open Molecules 2025 dataset describes C4H9FN2 as an isolated structure. The level of theory is the ωB97M-V functional and the def2-TZVPD basis.

Structure (XYZ):
```
16
C4H9FN2 | the Open Molecules 2025 dataset | the ωB97M-V functional and the def2-TZVPD basis
C 0.697 0.370 -0.993
C -0.366 1.098 0.044
C 0.006 0.070 1.152
C 0.870 -0.648 0.052
H 0.070 0.775 -2.902
H -0.735 -0.532 -1.998
H 1.613 0.967 -0.710
H -1.548 0.908 -0.237
H -0.408 2.100 0.197
H 0.772 0.358 1.866
H -1.814 -1.201 1.067
H -1.144 -0.610 2.826
H 2.119 -0.690 0.110
N 0.161 0.049 -2.172
N -0.762 -0.956 1.839
F 0.467 -2.056 -0.142
```

Computed properties:
**Kohn-Sham gap**: 0.3463 hartree
**Strongest force on any atom**: 6.353 eV/A
**E**: -367.0074 a.u.
**Energy relative to the best compared isomer or geometry (same formula, charge and spin)**: 4.983 eV